76
Properties=species:S:1:pos:R:3:forces:R:3:lowdin_charge:R:1 method="wB97M-V/def2-TZVPD" de_lowest_kcal_mol=130.8 max_force_ev_per_a=0.45 charge=+3
Hf 0.1538 0.3751 0.9724 -0.0074 0.4446 -0.0186 1.6961
C 2.0604 -1.0191 3.2262 0.0432 -0.0311 0.0108 -0.1747
C 1.0440 -0.2990 4.0738 -0.0448 0.0317 0.0152 -0.1808
N -0.1619 0.0537 3.2649 0.1222 0.0619 -0.0384 -0.1795
C -1.2145 -0.9849 3.2443 -0.0557 -0.0241 -0.0007 -0.1186
C -1.3356 -1.6997 1.9044 0.0890 0.1386 0.0061 -0.3946
C -2.4515 -2.7321 2.1221 -0.0806 -0.0726 -0.0618 0.0602
C -3.0925 -3.2509 1.0791 0.1005 0.0786 0.1657 0.0900
C -2.3123 -2.9229 -0.1129 -0.0610 0.0045 -0.0448 -0.1938
C -0.3085 -2.1725 -0.1638 0.0903 -0.1207 0.1150 -0.3273
C 0.8473 -1.8582 -1.0765 -0.0842 -0.0466 -0.0710 -0.0574
N 1.4653 -0.5550 -0.7118 -0.0601 -0.0079 -0.1120 -0.1160
C 2.9155 -0.6601 -0.3876 -0.0332 0.0529 0.0339 -0.1442
C 3.0453 -1.1703 1.0242 0.0401 0.0017 -0.0270 -0.1628
N 2.2650 -0.2981 1.9385 -0.0361 0.0230 0.0751 -0.1373
N -0.0310 -1.8603 1.2493 -0.0323 -0.4111 0.0629 0.0264
H 1.7066 -2.0155 2.9706 -0.0083 0.0195 0.0164 0.1123
H 3.0022 -1.1168 3.7706 -0.0107 0.0008 -0.0062 0.1487
H 1.4544 0.6303 4.4589 0.0048 -0.0198 0.0014 0.0530
H 0.7538 -0.9074 4.9318 0.0199 -0.0094 -0.0120 0.1411
H -0.5536 0.8949 3.6768 0.0048 -0.0368 0.0301 0.0317
H -2.1808 -0.5299 3.4688 0.0066 -0.0318 0.0135 0.1461
H -1.0170 -1.7365 4.0106 0.0128 -0.0004 -0.0299 0.1488
H -2.8004 -2.8724 3.1368 -0.0117 -0.0068 0.0141 0.1384
H -3.9907 -3.8494 1.1232 -0.0198 -0.0139 -0.0123 0.1456
H -2.4534 -4.5504 -1.3887 -0.0061 0.0069 -0.0423 0.2079
H 0.4906 -1.8050 -2.1080 0.0262 -0.0495 0.0112 0.1469
H 1.5931 -2.6532 -1.0216 -0.0105 -0.0016 0.0540 0.1477
H 1.3790 0.0316 -1.5331 0.0058 0.0468 -0.0371 0.1022
H 3.3570 0.3316 -0.4872 0.0007 0.0003 0.0015 0.1185
H 3.4137 -1.3176 -1.1017 0.0234 -0.0161 0.0358 0.1446
H 4.0906 -1.2271 1.3326 -0.0028 0.0011 -0.0308 0.1495
H 2.6190 -2.1704 1.1061 0.0035 0.0010 -0.0237 0.1177
H 2.8250 0.5333 2.1295 0.0156 -0.0307 0.0388 0.0912
C -0.4611 -4.8560 0.2043 0.0376 0.0194 0.0295 0.0501
C -0.9650 -3.5434 -0.2939 -0.0873 0.0068 -0.1804 -0.1775
N -2.0889 -3.5994 -1.3759 0.0057 0.0001 0.1247 0.1647
C -2.2326 -2.9166 -2.6553 0.0379 -0.0138 0.0409 0.0510
C -2.2590 -1.5826 -2.7255 -0.0213 -0.0665 -0.0828 -0.1348
C -2.3818 -0.9463 -4.0877 -0.0337 -0.0226 -0.0006 -0.1720
O -1.1196 -0.3587 -4.3938 0.0264 0.0106 -0.0062 -0.0507
C -2.0081 -0.7564 -1.5592 0.0440 -0.0142 -0.0671 -0.0890
C -1.6495 0.5485 -1.6677 0.0179 -0.0667 0.0689 -0.0573
N -0.9713 1.2614 -0.7174 -0.0977 0.1193 -0.0824 -0.1506
C -1.0752 2.6784 -0.8939 -0.0166 -0.0163 0.0801 -0.3937
C -0.7880 3.3112 -2.1035 -0.0934 0.0160 0.0399 -0.0455
C -0.8884 4.6877 -2.2264 -0.0081 0.0035 -0.0002 -0.0335
C -1.2573 5.4676 -1.1392 0.0220 0.0040 -0.0172 -0.0406
C -1.5520 4.8634 0.0727 -0.0134 -0.0333 0.0931 -0.1111
C -1.4667 3.4829 0.1706 0.0127 0.1421 -0.2406 -0.6044
I -2.0674 2.5275 1.9259 0.0558 -0.0300 0.0438 1.1716
C -1.7282 -1.4945 -0.3158 0.0292 0.0478 0.1218 -0.2395
O -1.9093 -0.7312 0.8818 -0.0231 -0.0556 -0.1049 -0.1109
H -0.1664 -5.5161 -0.6113 0.0228 0.0097 -0.0124 0.1083
H -1.2050 -5.3610 0.8224 -0.0113 -0.0389 -0.0209 0.1066
H 0.4188 -4.6828 0.8231 -0.0237 0.0138 0.0367 0.1025
H -2.3177 -3.6029 -3.4827 -0.0171 0.0726 -0.0753 0.1454
H -3.1774 -0.1942 -4.0746 0.0080 -0.0112 0.0031 0.1413
H -2.6520 -1.7076 -4.8208 0.0011 0.0074 0.0049 0.1349
H -1.0790 -0.1913 -5.3427 -0.0008 -0.0051 0.0067 0.1112
H -1.8881 1.0726 -2.5847 -0.0159 -0.0094 -0.0300 0.1293
H -0.4807 2.7196 -2.9586 -0.0218 -0.0244 -0.0199 0.1250
H -0.6741 5.1570 -3.1768 0.0054 -0.0025 -0.0156 0.1252
H -1.3326 6.5416 -1.2356 -0.0100 0.0096 0.0054 0.1261
H -1.8663 5.4600 0.9182 -0.0098 0.0014 0.0051 0.1129
I 1.7343 3.1954 3.1654 -0.0006 -0.0829 0.1002 1.1274
C 2.2458 3.1319 1.1548 0.0508 0.0405 -0.1112 -0.7502
C 3.1676 4.0759 0.7264 -0.0245 -0.0196 0.0951 -0.0978
C 3.4420 4.1833 -0.6240 -0.0195 0.0006 -0.0492 0.0120
C 2.7412 3.3698 -1.5011 -0.0126 -0.0355 0.0508 0.0007
C 1.8519 2.4555 -0.9842 0.1078 -0.0169 -0.0194 -0.1640
N 1.6200 2.2692 0.3349 -0.0564 0.1991 0.0492 -0.0742
H 3.6423 4.7287 1.4448 0.0021 -0.0012 0.0039 0.1113
H 4.1558 4.9124 -0.9836 0.0170 0.0019 0.0051 0.1398
H 2.8637 3.4510 -2.5716 0.0034 -0.0068 -0.0103 0.1347
H 1.2480 1.8731 -1.6604 0.0673 -0.1355 0.0048 0.0877

17
Properties=species:S:1:pos:R:3:forces:R:3:lowdin_charge:R:1 method="wB97M-V/def2-TZVPD" de_lowest_kcal_mol=136.6 max_force_ev_per_a=6.97 charge=0
C 2.7048 0.3170 0.1192 4.2238 -0.9927 0.1934 -0.1601
C 1.2348 0.3280 0.3849 0.5418 1.0377 -3.8284 -0.7623
C -0.7426 1.3926 -0.0135 2.5964 -2.8841 2.1388 -0.1241
C -1.5094 0.0001 -0.1223 1.9499 2.4475 1.3428 -0.5532
C -2.8940 0.0847 0.1187 -6.4810 -0.1506 2.5525 -0.1263
H 2.9964 0.7753 -1.0000 -0.9330 -1.3652 3.2403 0.1358
H 2.9872 -0.9670 0.1455 -0.1132 4.0352 -0.1112 0.1013
H 3.4281 0.9269 1.0400 -2.3296 -1.9878 -2.9949 0.1515
H 0.9372 0.6270 1.3154 -0.3183 0.1190 2.8890 0.0676
H -0.5405 1.6216 1.1384 -1.8348 0.0810 -2.1907 0.1664
H -1.2599 2.0526 -0.6154 -0.9979 1.8684 -0.7013 0.0902
H -3.0154 0.0667 1.4905 0.1013 0.2873 -4.2634 0.1769
H -3.5780 1.1073 -0.2921 2.2272 -3.3026 1.1422 0.1458
H -3.3227 -1.0258 -0.2258 0.4861 3.3071 0.9434 0.1284
N -1.0737 -1.1705 -0.0188 3.0043 -0.7327 -1.1746 -0.1980
O 0.6167 1.3253 -0.4768 -0.7128 -0.4598 0.3931 -0.1845
S 0.6993 -1.2705 -0.1233 -1.4103 -1.3075 0.4290 0.9446

Number 1: HOMO level -15.496 eV. Number 2: HOMO level -8.604 eV.